[1]
Here is the molecule C6H10O2 in a non-equilibrium geometry from the Open Molecules 2025 dataset. Energies are from the ωB97M-V functional and the def2-TZVPD basis.

Geometry as XYZ:
```
18
Properties=species:S:1:pos:R:3:forces:R:3
C 0.282 1.191 0.003 -1.642 4.027 0.246
C 0.629 -0.220 0.284 0.159 3.738 2.286
C -0.583 -0.737 1.103 0.608 4.570 0.714
C -1.768 -0.752 0.097 2.409 -0.278 -0.882
C 0.268 -0.885 -0.840 -0.497 -1.260 -5.341
C 1.769 -0.430 -0.747 -1.397 0.540 0.311
H 0.928 3.001 -0.308 0.719 -0.018 0.152
H -0.472 1.278 -0.990 2.674 0.301 2.447
H -0.414 1.360 0.889 1.085 1.731 -1.459
H -0.670 0.223 1.678 -0.805 -2.440 1.595
H -0.400 -1.673 1.449 0.280 -2.366 2.084
H -2.381 0.090 0.234 -1.034 0.880 0.057
H -2.276 -1.698 0.351 -0.144 0.267 -1.399
H 0.142 -1.803 -0.345 0.646 -2.697 -1.831
H 2.244 0.646 -0.896 -1.062 -2.761 -0.390
H 2.327 -1.326 -0.687 1.136 -0.393 -0.011
O 1.461 2.254 0.018 -3.234 -1.951 -0.303
O -1.087 -0.519 -1.293 0.099 -1.890 1.726
```
Forces are in eV/Å.

Properties
Structure (SMILES): OC[C@@]12CCO[C@H]1C2
Energy relative to the best compared isomer or geometry (same formula, charge and spin) in kcal/mol: 196.8
Orbital gap in eV: 10.35

[2]
Here is a cluster of 2 separate species, C2H4OS3 in total in a non-equilibrium geometry from the Open Molecules 2025 dataset. Energies are from the ωB97M-V functional and the def2-TZVPD basis.

Geometry as XYZ:
```
10
Properties=species:S:1:pos:R:3:forces:R:3
C -0.246 1.258 1.164 -0.879 0.040 -2.238
C 0.002 -0.376 -0.799 0.332 0.437 0.558
O -0.912 2.192 0.890 0.703 -0.721 0.712
S 1.359 0.224 -1.837 0.365 -0.131 0.053
S 0.330 -1.903 0.047 -1.663 -0.236 0.098
S -1.572 -0.353 -1.686 0.723 -0.397 0.601
H 0.120 0.896 2.138 0.103 0.014 0.342
H 2.560 -0.272 -1.332 -1.352 0.144 0.150
H -1.026 -2.203 0.338 1.600 0.384 -0.247
H -1.491 0.896 -2.126 0.069 0.465 -0.029
```
Forces are in eV/Å.

Properties
Energy relative to the best compared isomer or geometry (same formula, charge and spin) in kcal/mol: 91.0
Orbital gap (alpha / beta) in eV: 7.68 / 7.74

[3]
Here is a structure of composition C20H32N6OPS2Tl in a non-equilibrium geometry from the Open Molecules 2025 dataset. Energies are from the ωB97M-V functional and the def2-TZVPD basis.

Geometry as XYZ:
```
63
Properties=species:S:1:pos:R:3:forces:R:3
Tl 1.286 2.927 0.584 0.509 0.227 -0.111
C 3.879 -0.028 4.920 -0.396 -0.114 -0.250
S 2.353 -0.696 4.199 0.147 -0.129 0.067
C 1.760 0.732 3.343 0.055 0.599 0.186
S 2.797 2.024 3.013 0.100 0.463 -0.442
N 0.473 0.696 3.136 -0.631 -1.396 0.442
N -0.072 1.680 2.425 -0.652 1.030 -0.116
C -1.272 2.044 2.741 1.162 -1.106 0.395
C -1.873 3.195 2.132 -0.640 1.135 -0.479
C -3.058 3.732 2.665 0.354 -0.324 -0.075
C -3.552 4.915 2.163 0.189 0.215 -0.296
C -2.884 5.520 1.104 -0.101 -0.060 0.160
C -1.739 4.911 0.617 -0.059 0.103 -0.050
N -1.230 3.799 1.118 -0.382 -0.322 0.307
H 4.477 -0.862 5.266 0.042 -0.175 0.075
H 3.600 0.622 5.743 0.166 0.071 0.107
H 4.394 0.539 4.151 0.155 -0.092 0.126
H -1.803 1.558 3.560 0.101 -0.069 -0.017
H -3.552 3.230 3.482 -0.009 -0.078 0.103
H -4.425 5.382 2.600 -0.083 -0.058 -0.030
H -3.231 6.447 0.678 -0.036 0.106 -0.062
H -1.187 5.346 -0.207 0.027 0.084 -0.067
O 0.966 0.692 -0.512 0.080 -0.009 0.279
P 0.483 -0.529 -1.195 -0.263 -0.416 -0.634
N 0.867 -0.497 -2.816 -0.088 -0.132 0.748
C 2.301 -0.360 -3.086 0.434 0.321 -0.011
C 2.507 -1.032 -4.442 -0.035 -0.057 0.080
C 1.441 -2.125 -4.449 0.007 0.136 -0.052
C 0.268 -1.423 -3.769 -0.298 -0.247 -0.381
N 1.167 -1.882 -0.520 -0.746 0.515 -0.226
C 0.789 -3.211 -0.985 -0.008 -0.400 -0.366
C 1.221 -4.154 0.137 -0.094 0.042 0.100
C 1.089 -3.285 1.386 0.100 0.028 -0.136
C 1.587 -1.936 0.880 0.322 0.139 0.480
N -1.202 -0.705 -1.260 1.089 -0.011 0.038
C -1.829 -0.862 0.054 -0.058 -0.310 0.519
C -3.255 -0.306 -0.094 -0.045 -0.043 0.022
C -3.325 0.249 -1.521 0.089 -0.024 0.009
C -1.865 0.423 -1.910 -0.235 0.247 -0.340
H 2.882 -0.865 -2.304 0.058 0.015 -0.069
H 2.587 0.694 -3.088 0.041 -0.086 -0.001
H 3.516 -1.420 -4.558 0.064 0.049 -0.046
H 2.307 -0.320 -5.243 0.043 0.031 -0.058
H 1.780 -2.989 -3.875 -0.040 0.031 0.009
H 1.190 -2.460 -5.453 -0.026 -0.072 -0.048
H -0.420 -2.103 -3.269 -0.061 -0.025 -0.104
H -0.298 -0.852 -4.515 -0.048 -0.105 0.011
H 1.302 -3.453 -1.919 -0.113 -0.033 -0.011
H -0.292 -3.276 -1.160 0.022 -0.036 -0.002
H 2.264 -4.446 0.001 -0.010 -0.021 -0.024
H 0.610 -5.054 0.166 0.022 -0.063 -0.016
H 1.685 -3.649 2.219 -0.008 0.016 0.078
H 0.049 -3.222 1.708 -0.069 0.036 -0.007
H 2.680 -1.908 0.925 -0.031 0.104 0.116
H 1.195 -1.091 1.442 0.057 0.012 0.022
H -1.288 -0.306 0.827 0.012 -0.006 0.049
H -1.822 -1.919 0.332 -0.003 0.055 0.052
H -3.429 0.483 0.637 -0.005 -0.014 0.044
H -4.000 -1.084 0.067 -0.043 0.034 0.056
H -3.872 1.188 -1.573 -0.061 0.009 -0.070
H -3.799 -0.471 -2.186 -0.056 -0.023 -0.068
H -1.481 1.377 -1.526 0.007 0.066 -0.053
H -1.698 0.377 -2.986 -0.021 0.139 0.035
```
Forces are in eV/Å.

Properties
Orbital gap in eV: 6.89

We obtain E values of -384.788832; -1348.263282; -2495.371359 a.u. for the records listed above, in that order.